(1)
{"formula": "C22H46NO10P", "method": "wB97M-V/def2-TZVPD", "orbital_gap_ev": 9.136, "energy_ha": -2014.3960, "e_above_lowest_kj_mol": 0.0, "homo_energy_ev": -9.0, "smiles": "O=[PH2]NC(=O)O.CC(C)=O.CC(C)=O.CC(C)=O.CC(C)=O.CC(C)=O.CC(C)=O.CC(C)=O", "lumo_energy_ev": 0.18, "spin_multiplicity": 1, "symbols": ["H", "H", "H", "H", "C", "C", "H", "O", "H", "O", "C", "H", "H", "H", "H", "P", "C", "C", "O", "C", "H", "C", "H", "H", "O", "H", "H", "H", "H", "H", "H", "C", "C", "H", "O", "H", "C", "H", "H", "C", "C", "H", "N", "H", "O", "C", "C", "H", "O", "H", "H", "H", "C", "H", "H", "H", "H", "C", "H", "H", "H", "O", "O", "O", "C", "H", "H", "H", "H", "C", "C", "H", "H", "C", "H", "H", "H", "C", "H", "C"], "xyz": [[-1.60234, 1.67840, -1.84707], [6.22306, 0.74498, 4.35746], [-4.66430, 3.24290, -3.61014], [-4.81864, 3.37753, -5.37119], [6.60286, 0.86487, 5.36911], [-0.88381, -5.15224, 1.48681], [1.51521, -2.53599, -0.73246], [0.74679, 1.74184, -0.97945], [-2.29120, -5.62052, 3.03291], [-6.37322, 1.50000, -3.35288], [1.98123, 3.15720, 2.69017], [-4.49272, -0.87378, -2.76246], [-2.26083, -3.91760, 2.56736], [-1.59093, -4.82566, -4.14146], [0.39878, -3.92606, 2.69054], [2.55146, -0.81205, 0.37676], [0.12390, 2.75584, -1.21977], [0.36370, -4.94741, 2.30751], [3.11653, -4.02872, -1.31805], [-6.03954, 0.60389, -2.61297], [0.75648, -7.32178, -2.47242], [-3.53025, 4.83441, -4.46660], [2.34714, 1.23126, 3.52822], [5.97168, 3.35180, 7.73017], [5.26498, 2.82866, 5.37593], [0.36549, -5.62902, 3.15998], [-5.14691, 0.61755, -0.66330], [3.37465, -3.49910, -2.08096], [7.53436, 2.54958, 7.44995], [-6.13228, -1.52969, -2.81034], [1.52410, -0.14685, -0.28841], [-2.20306, -4.93837, 2.18583], [-1.28553, 2.71604, -1.74506], [6.16823, 1.61589, 8.06747], [2.74494, -0.47604, 1.79452], [0.58586, -6.00592, -1.27843], [-4.74008, 3.93831, -4.43847], [-4.32480, 6.54034, -5.49075], [-1.34154, 3.20911, -2.70891], [-1.21439, -5.50867, -3.38315], [-5.50165, -0.70323, -3.14245], [0.07353, 4.12824, 2.57731], [2.14246, -2.45525, 0.06411], [-6.78764, -0.03603, -0.70741], [0.90829, -4.62017, -3.98787], [0.96118, -6.26886, -2.26985], [0.72813, 4.11608, -1.00422], [1.74151, 4.02254, -0.62837], [-0.82932, -5.47142, 0.31945], [-1.65859, -5.27441, -2.41387], [3.80033, 2.09122, 2.99558], [6.32570, -0.00686, 5.96449], [0.59420, 3.43061, 3.23006], [-1.49417, -6.53119, -3.64261], [-6.53145, 1.71779, -0.85631], [-1.95812, 3.23910, -1.06417], [0.03056, 2.49800, 3.29228], [3.23475, -3.31869, -0.15062], [7.69239, 0.92541, 5.34531], [-5.47996, -0.67816, -4.22907], [2.98502, 2.58524, 4.48994], [4.12151, -3.47726, 0.62814], [-2.64609, 4.72359, -3.64532], [2.36821, 3.67972, 1.66956], [-6.13437, 0.73865, -1.11249], [-3.49565, 5.38510, -6.53748], [2.03398, -6.09756, -2.29793], [0.72012, 4.68111, -1.93864], [-5.64912, 4.53090, -4.32364], [6.02756, 2.11690, 5.98576], [-3.46562, 5.87117, -5.56086], [1.24468, -5.13003, 1.69711], [3.71077, -0.63769, -0.39999], [0.28828, -5.39330, -3.28974], [-2.54823, 6.44762, -5.47012], [0.13179, 4.66415, -0.27308], [-3.02117, -5.11474, 1.49165], [6.45042, 2.43280, 7.40106], [0.66065, 3.85458, 4.23344], [2.83559, 2.20663, 3.47944]], "forces_ev_per_a": [[-0.010, 0.016, 0.024], [-0.005, 0.001, 0.006], [-0.020, -0.008, 0.003], [-0.063, 0.040, -0.024], [-0.073, 0.047, -0.099], [0.105, 0.027, 0.041], [-0.228, 0.036, 0.207], [-0.066, -0.037, -0.083], [0.021, 0.049, 0.047], [-0.032, -0.061, 0.026], [0.059, -0.120, 0.041], [-0.022, -0.041, 0.050], [0.024, -0.019, 0.066], [0.002, -0.004, 0.004], [-0.009, -0.012, 0.048], [0.119, -0.246, 0.776], [0.035, 0.101, 0.062], [0.032, -0.037, -0.119], [0.138, -0.222, 0.200], [0.008, -0.030, 0.013], [-0.141, 0.016, 0.092], [-0.011, -0.034, 0.014], [0.021, 0.036, 0.030], [0.002, -0.003, -0.003], [0.085, 0.044, 0.109], [-0.027, 0.048, 0.045], [-0.011, -0.065, 0.014], [-0.136, 0.043, -0.112], [0.010, -0.063, 0.023], [0.044, -0.017, 0.052], [-0.044, -0.106, -0.140], [-0.051, -0.038, -0.135], [0.146, -0.460, 0.169], [0.063, -0.029, -0.002], [-0.086, 0.040, 0.003], [-0.047, -0.201, -0.067], [0.142, 0.042, 0.084], [-0.036, -0.034, -0.052], [-0.056, 0.146, -0.019], [0.019, 0.114, -0.110], [-0.026, 0.072, -0.116], [0.005, 0.002, 0.000], [0.436, 0.286, -1.021], [0.054, -0.041, 0.018], [-0.004, 0.053, 0.057], [0.302, 0.126, -0.079], [0.133, -0.054, -0.060], [-0.013, -0.007, 0.031], [-0.130, 0.074, 0.053], [0.004, -0.080, 0.029], [0.005, -0.002, 0.023], [0.060, -0.001, 0.032], [-0.004, 0.075, -0.108], [-0.014, -0.017, 0.067], [0.001, -0.004, -0.002], [-0.002, 0.111, -0.074], [0.018, -0.010, 0.064], [-0.313, -0.049, 0.248], [0.008, -0.038, 0.057], [-0.001, 0.001, 0.004], [-0.037, -0.004, 0.033], [0.103, 0.079, -0.050], [-0.086, 0.165, -0.155], [-0.018, 0.077, 0.008], [-0.046, 0.126, -0.040], [-0.071, 0.010, -0.007], [-0.002, -0.041, -0.027], [-0.116, 0.014, 0.009], [-0.023, -0.012, -0.076], [0.010, -0.045, -0.030], [0.122, 0.032, 0.071], [0.000, 0.004, 0.008], [-0.058, 0.043, -0.089], [-0.017, -0.022, -0.007], [-0.003, -0.004, 0.002], [-0.021, 0.063, -0.042], [0.005, -0.002, 0.002], [-0.088, 0.105, -0.028], [-0.012, -0.062, 0.030], [-0.061, 0.019, -0.117]]}

(2)
{"formula": "C26H26N4O2", "method": "wB97M-V/def2-TZVPD", "orbital_gap_ev": 8.982, "energy_ha": -1375.9480, "e_above_lowest_kj_mol": 0.0, "homo_energy_ev": -8.3, "smiles": "CCN(CC(=O)NC(c1ccccc1)c1ccccc1)Cc1nc2ccccc2c(=O)[nH]1", "lumo_energy_ev": 0.64, "spin_multiplicity": 1, "symbols": ["H", "O", "H", "C", "H", "H", "H", "H", "C", "H", "H", "C", "H", "H", "C", "H", "C", "H", "C", "O", "C", "N", "C", "C", "C", "C", "N", "H", "C", "H", "H", "C", "N", "C", "H", "H", "H", "H", "C", "C", "C", "C", "C", "H", "C", "N", "H", "C", "C", "H", "H", "C", "H", "C", "C", "H", "H", "C"], "xyz": [[5.31722, 1.29706, 2.51968], [-0.81687, 1.33557, -2.50925], [6.95808, 1.42567, 0.68196], [-0.87012, 1.54496, 1.92304], [0.64363, -4.29523, -0.76206], [-0.14631, -0.41600, 1.52567], [-1.26870, -3.23106, -1.51786], [-2.34726, 3.23719, -1.60280], [-1.04863, -3.84285, 1.63276], [-0.57035, -1.08003, -2.12067], [-0.30098, -3.71145, 2.42177], [-2.53975, 1.25203, -0.85850], [1.35589, -3.72012, 0.77268], [2.97137, 0.72704, 2.04059], [3.28355, 0.51497, -0.06758], [0.18407, 4.37231, 0.41803], [-1.49295, 0.71071, -1.71889], [-1.44398, 3.59672, 2.10725], [1.20103, -2.21508, -0.77867], [1.10587, -2.07943, -1.98588], [5.52934, 0.91333, -0.82770], [-1.31160, -0.65733, -1.56151], [-1.62354, -2.87529, -0.54487], [0.69228, -3.45526, -0.05239], [0.12375, 3.32444, 0.67120], [-2.87382, 2.60534, -0.90380], [-2.89321, -0.94377, 0.12600], [-0.32495, -5.81902, 1.10369], [4.21156, 0.58568, -1.09646], [1.67277, 2.75589, -0.68977], [-1.58830, 1.19440, 2.64935], [-4.18791, 0.91511, 0.87828], [1.64036, -1.25637, 0.04819], [-1.98239, -1.41118, -0.64841], [-2.53668, -3.41397, -0.28264], [-5.27096, 2.65101, 1.46988], [-1.62972, -5.81202, 2.29071], [-1.98457, -5.50223, 0.59140], [1.84800, 0.12424, -0.34823], [-1.25943, -5.33904, 1.38524], [-3.85080, 3.10155, -0.07136], [-4.50562, 2.25241, 0.81947], [3.69210, 0.77046, 1.23576], [3.89883, 0.38431, -2.11046], [-0.03868, 0.63377, 1.29216], [-0.60580, -3.07702, 0.48421], [-4.11261, 4.14854, -0.10520], [5.00916, 1.09655, 1.50395], [0.96028, 2.41903, 0.04815], [-4.68624, 0.24626, 1.56233], [6.24427, 0.96972, -1.63517], [0.88939, 1.06450, 0.35436], [1.69453, -1.44978, 1.03577], [-3.19703, 0.39219, 0.04033], [-0.79054, 2.89048, 1.61738], [1.66371, 0.16683, -1.42854], [-1.97935, -3.38541, 1.97546], [5.93028, 1.16882, 0.47232]], "forces_ev_per_a": [[0.026, 0.019, 0.080], [0.079, 0.124, -0.161], [0.080, 0.028, 0.012], [-0.033, 0.167, 0.184], [0.099, 0.123, 0.067], [-0.013, -0.111, -0.025], [-0.044, -0.072, 0.048], [0.056, 0.071, -0.054], [-0.081, -0.224, 0.142], [-0.077, 0.056, 0.091], [-0.101, 0.033, 0.036], [-0.320, -0.061, 0.248], [0.005, -0.011, 0.012], [-0.083, 0.049, 0.093], [0.082, 0.010, -0.109], [0.007, 0.103, -0.035], [0.002, -0.072, -0.014], [-0.066, 0.060, 0.030], [0.206, -0.387, 0.448], [-0.065, -0.051, -0.511], [0.108, 0.013, -0.023], [0.108, 0.020, -0.220], [0.047, 0.110, -0.042], [-0.152, 0.058, -0.202], [0.114, 0.043, -0.073], [-0.010, -0.065, -0.070], [-0.088, -0.680, 0.283], [0.071, -0.108, -0.032], [-0.106, -0.004, 0.045], [0.085, 0.067, -0.098], [-0.076, -0.024, 0.055], [0.019, 0.052, -0.031], [0.148, 0.264, 0.133], [-0.290, -0.030, 0.031], [0.051, 0.075, -0.068], [-0.065, 0.016, 0.053], [-0.041, -0.111, 0.073], [-0.086, -0.080, -0.082], [0.079, 0.039, -0.136], [0.062, 0.344, 0.013], [0.062, 0.117, -0.128], [-0.011, -0.086, 0.062], [0.022, -0.007, -0.059], [-0.055, -0.026, -0.121], [0.163, -0.068, -0.057], [0.104, -0.091, -0.066], [-0.011, 0.088, -0.014], [0.000, -0.038, 0.108], [-0.070, 0.003, 0.037], [-0.043, -0.091, 0.069], [0.059, 0.009, -0.068], [-0.125, -0.044, 0.046], [-0.088, -0.118, -0.061], [0.121, 0.555, -0.358], [-0.063, -0.058, 0.187], [0.034, -0.017, 0.171], [0.070, -0.005, 0.089], [0.095, 0.021, -0.028]]}

(3)
{"formula": "C8H11N4", "method": "wB97M-V/def2-TZVPD", "orbital_gap_ev": [5.339, 7.300], "energy_ha": -530.0329, "e_above_lowest_kj_mol": 137.1, "total_charge": 1, "s2": 2.02, "homo_energy_ev": [-8.2, -12.7], "lumo_energy_ev": [-2.89, -5.35], "spin_multiplicity": 3, "symbols": ["N", "C", "H", "C", "C", "C", "N", "C", "H", "C", "H", "H", "C", "N", "H", "H", "H", "H", "C", "H", "H", "N", "H"], "xyz": [[1.04117, 0.26080, -0.04892], [2.79458, -0.55340, 0.15712], [1.91877, -2.41163, 0.30262], [-2.52821, 0.20388, 0.12541], [2.88551, 1.68344, 0.10163], [1.57560, 1.48385, -0.13780], [3.49517, 0.43851, 0.15443], [-0.95982, -1.30883, -0.31954], [3.75688, -2.37442, 0.74726], [2.96154, -2.01252, 0.09090], [3.58720, 2.59160, 0.20372], [-1.14118, 1.69574, 0.43489], [-0.33340, -0.06154, -0.20601], [-1.35964, 0.79733, 0.10484], [-3.99720, 1.49905, 1.09540], [3.37855, -2.24545, -0.95054], [0.85863, 2.35488, -0.43580], [-2.99405, -1.83029, -0.17087], [-3.71312, 0.94014, 0.12447], [-3.78897, 1.81629, -0.55970], [-4.62978, 0.37220, -0.03109], [-2.29235, -1.10581, -0.07765], [-0.51589, -2.23384, -0.70476]], "forces_ev_per_a": [[-1.700, -0.005, -0.769], [-0.896, -3.180, 1.987], [1.675, -0.267, -0.383], [1.211, -1.834, -0.198], [5.328, -1.094, 1.066], [-7.252, 2.554, -1.141], [2.407, 3.741, -0.856], [1.724, 0.031, -0.538], [-0.432, 0.214, 0.353], [-0.675, 0.177, -1.798], [-1.844, -1.476, -0.256], [-0.253, 1.469, 0.229], [2.441, -0.873, 0.598], [1.645, 0.082, -0.155], [0.942, -1.083, -0.883], [-0.982, -0.156, 1.061], [1.535, -1.446, 0.285], [-0.021, 0.308, -0.027], [-4.774, 3.075, 1.757], [0.651, -0.918, -0.112], [0.248, -0.351, -0.235], [-0.430, 0.625, -0.529], [-0.549, 0.407, 0.542]]}